Record 1
DFT (the ωB97M-V functional and the def2-TZVPD basis) results for a structure of composition C16H29NP2PtS3.

Positions of all 52 atoms, in Å:
Pt (0.0463, -0.2458, 0.0268)
C (1.5696, -3.7858, 0.0251)
P (0.4581, -2.5255, 0.7354)
C (-1.0278, -3.5072, 1.1310)
C (1.2469, -2.3107, 2.3805)
C (0.6461, -1.1210, 3.1303)
P (0.8783, 0.4153, 2.1501)
C (-0.1732, 1.6049, 3.0220)
C (2.5607, 0.9250, 2.6442)
H (1.7182, -4.6120, 0.7261)
H (2.5340, -3.3346, -0.2093)
H (1.1478, -4.1816, -0.8993)
H (-0.8049, -4.3118, 1.8370)
H (-1.4262, -3.9421, 0.2112)
H (-1.8017, -2.8541, 1.5358)
H (2.3098, -2.1301, 2.1875)
H (1.1783, -3.2391, 2.9530)
H (1.0977, -1.0052, 4.1193)
H (-0.4304, -1.2504, 3.2740)
H (0.0323, 1.5838, 4.0957)
H (-1.2178, 1.3626, 2.8285)
H (0.0050, 2.6078, 2.6330)
H (2.6351, 1.0165, 3.7309)
H (2.8021, 1.8853, 2.1854)
H (3.2926, 0.1960, 2.2917)
S (-3.8102, 1.5681, -1.8944)
C (-2.5968, 0.9793, -0.9394)
S (-1.2850, 1.9179, -0.3185)
S (-2.3423, -0.7488, -0.6865)
C (-0.2984, -0.9911, -5.3037)
N (-0.7191, -0.8982, -3.8764)
C (-0.3097, -2.1331, -3.1341)
C (-0.2432, 0.4030, -3.2130)
C (1.1894, 0.4081, -2.7964)
C (2.1799, 0.7663, -3.7207)
C (3.5128, 0.8435, -3.3547)
C (3.8502, 0.5807, -2.0296)
C (2.8607, 0.2590, -1.1078)
C (1.4995, 0.1587, -1.4495)
H (-0.7090, -1.9014, -5.7308)
H (0.7859, -1.0159, -5.3296)
H (-0.6690, -0.1193, -5.8348)
H (-1.7386, -0.8320, -3.8377)
H (0.7775, -2.1610, -3.1354)
H (-0.7291, -2.9906, -3.6576)
H (-0.6894, -2.0514, -2.1217)
H (-0.8659, 0.5125, -2.3499)
H (-0.5008, 1.1738, -3.9380)
H (1.8924, 1.0239, -4.7367)
H (4.2693, 1.1264, -4.0770)
H (4.8858, 0.6495, -1.7116)
H (3.1523, 0.0910, -0.0777)

Multiplicity: 3
Frontier orbital gap (spin up / spin down) in eV: 5.23 / 6.44
E_HOMO (spin up / spin down) in Eh: -0.1829 / -0.2472

---

Record 2
DFT (the ωB97M-V functional and the def2-TZVPD basis) results for a cluster of 3 separate species, C16H30BN2O7 in total.

Positions of all 56 atoms, in Å:
C (-2.3277, -1.1451, 0.0892)
C (-1.7201, -0.5115, -1.1185)
C (-0.3817, -0.1937, -1.1450)
C (0.1820, 0.3989, -2.2632)
C (-0.6239, 0.6955, -3.3565)
C (-1.9456, 0.3815, -3.2902)
N (-2.4839, -0.2182, -2.2043)
B (-3.9888, -0.5392, -2.3118)
O (-4.3690, -1.8254, -2.1008)
N (-4.8465, 0.5302, -2.6649)
C (-5.1956, 1.3858, -1.5099)
C (-6.0873, 0.0380, -3.3023)
H (-3.0324, -1.9311, -0.1550)
H (-2.8197, -0.4005, 0.7157)
H (-1.5324, -1.5868, 0.6845)
H (0.2187, -0.4104, -0.2747)
H (1.2393, 0.6214, -2.2662)
H (-0.2202, 1.1704, -4.2363)
H (-2.6046, 0.5924, -4.1183)
H (-3.7831, -2.4759, -2.5064)
H (-4.3067, 1.7227, -0.9790)
H (-5.7042, 2.2782, -1.8724)
H (-5.8821, 0.8751, -0.8325)
H (-6.6014, 0.8884, -3.7456)
H (-6.7587, -0.4269, -2.5793)
H (-5.8490, -0.6734, -4.0863)
C (4.3022, -0.9157, -2.1383)
C (3.9031, -0.4466, -0.7560)
O (3.6559, -1.5431, 0.1361)
C (4.7560, -2.1120, 0.6493)
O (5.8852, -1.7672, 0.4356)
O (4.3695, -3.1113, 1.4348)
C (5.4479, -3.8521, 2.0271)
H (3.5604, -1.6109, -2.5359)
H (4.3874, -0.0648, -2.8151)
H (5.2621, -1.4275, -2.1109)
H (2.9589, 0.0985, -0.7876)
H (4.6536, 0.2144, -0.3252)
H (6.1366, -3.1854, 2.5394)
H (5.9775, -4.4178, 1.2635)
H (4.9870, -4.5303, 2.7377)
C (1.2819, 4.0283, 4.4701)
C (0.0860, 3.6585, 3.6231)
O (0.4139, 2.6458, 2.6468)
C (0.4728, 1.4055, 3.1157)
O (0.2465, 1.0445, 4.2372)
O (0.8245, 0.5974, 2.1022)
C (0.9893, -0.7745, 2.4843)
H (2.1194, 4.3237, 3.8378)
H (1.0293, 4.8598, 5.1269)
H (1.5999, 3.1882, 5.0856)
H (-0.2496, 4.5093, 3.0343)
H (-0.7487, 3.3161, 4.2331)
H (0.1099, -1.1435, 3.0087)
H (1.8712, -0.8966, 3.1087)
H (1.1349, -1.3316, 1.5611)

Frontier orbital gap in eV: 8.86
E_HOMO in Eh: -0.4745
Net charge: +1

---

Short version: calculated total energy = -72882.2113 -35064.7237 eV, in the order given.
Short version: ΔE to the lowest compared entry with this formula, charge and spin = 12.9 0.0 kJ/mol, in the order given.
Short version: strongest force on any atom = 0.013 0.027 hartree/bohr, in the order given.